No. 1
Here is a structure of composition C4H8N2 from the OMol25 dataset. Energies are from the ωB97M-V functional and the def2-TZVPD basis.

XYZ file:
```
14
Properties=species:S:1:pos:R:3:forces:R:3
C 1.119520 -1.449677 0.397547 -1.4 2.6 -0.8
C 0.406012 0.401251 0.104217 0.7 0.7 -0.1
C 0.138129 1.790047 -0.018070 0.5 0.7 -1.3
C -1.548273 -1.021907 -0.456733 -3.3 2.8 -2.7
N 1.637954 -0.265846 0.524856 0.9 0.4 1.7
N -0.255902 -0.661126 -0.134646 4.3 -2.3 1.3
H 1.438656 -2.487870 0.552609 -0.1 0.1 0.1
H -0.709341 1.910772 -0.698978 0.1 0.4 0.0
H 1.032147 2.413144 -0.276374 -0.5 -0.7 -0.4
H -0.084612 2.232041 0.917230 -0.7 0.4 1.6
H -2.234951 -0.275812 0.158904 0.7 -2.5 -0.9
H -1.630928 -2.085382 -0.572439 -0.6 -0.6 1.1
H -1.739794 -0.727318 -1.583829 0.4 -0.2 1.9
H 2.431379 0.227683 1.085709 -1.0 -1.6 -1.3
```
Forces are in eV/Å.

Total charge: +2
HOMO level in eV: -20.918
Energy in eV: -7234.3856
Lowest unoccupied orbital energy in eV: -12.4
HOMO-LUMO gap in Ha: 0.3143
ΔE to the lowest compared entry with this formula, charge and spin in kJ/mol: 303.77

Atomic partial charges in e from the Löwdin method, atoms 1 to 6:
1. C 0.37
2. C -0.19
3. C 0.10
4. C 0.02
5. N 0.25
6. N 0.05

=====

No. 2
Here is a cluster of 2 separate species, C4H8N2O in total from the OMol25 dataset. Energies are from the ωB97M-V functional and the def2-TZVPD basis.

XYZ file:
```
15
Properties=species:S:1:pos:R:3:forces:R:3
C 2.912926 -0.720937 -0.370316 -0.4 0.3 -2.2
C -1.773243 0.041737 0.161121 0.3 0.9 -1.8
N -1.211859 0.841537 1.129263 0.5 -0.5 0.2
C 1.717361 0.112003 -0.635454 3.7 -1.8 2.1
C -2.945415 -0.577227 0.237061 -0.2 -0.5 0.3
O 1.773846 -0.844885 0.470747 -1.7 2.2 -0.7
N 1.245928 1.211943 -0.921204 -2.6 -0.5 0.3
H -0.248225 1.094234 0.953922 -0.1 -0.1 0.3
H -1.470423 0.600578 2.075133 0.2 0.2 0.0
H 1.246755 1.548766 -1.875936 1.0 0.1 0.2
H 3.110848 -1.537640 -1.059378 0.2 -0.2 0.4
H 3.768926 -0.226003 0.082272 0.0 -0.1 -0.1
H -1.220264 0.114932 -0.818192 -0.9 0.1 1.0
H -3.533827 -0.832543 -0.625553 0.3 -0.5 -0.3
H -3.373332 -0.826496 1.196512 -0.3 0.4 0.2
```
Forces are in eV/Å.

SMILES: [H]/N=C1\CO1.C=CN
Total charge: 0
HOMO level in eV: -7.677
Energy in eV: -9301.6986
Lowest unoccupied orbital energy in eV: 0.5
HOMO-LUMO gap in Ha: 0.3014
ΔE to the lowest compared entry with this formula, charge and spin in kJ/mol: 452.96

Atomic partial charges in e from the Löwdin method, atoms 1 to 6:
1. C -0.10
2. C -0.34
3. N 0.04
4. C -0.32
5. C -0.05
6. O -0.01